# 1
23
Properties=species:S:1:pos:R:3 method="wB97M-V/def2-TZVPD" e_homo_ev=-3.71 e_above_lowest_kj_mol=8.3 largest_force_ev_per_a=3.99 orbital_gap_ev=7.054 lumo_ha=0.1229 total_charge=-1
C 1.8566 -0.6748 -1.7491
C -1.3527 -0.6703 0.3780
C -0.6522 0.6813 0.3617
C 0.1982 -0.5778 0.2068
C -0.6071 1.4022 1.6096
C -0.9432 1.6459 -0.8101
C 0.9210 -1.1300 1.4283
N 1.6523 -1.0951 -3.0149
N 0.4563 -1.6089 -3.0157
N -0.1378 -1.6765 -1.8898
N 0.7594 -1.1810 -0.9961
O 2.7090 0.0829 -1.2408
H -1.8522 -0.8867 1.3541
H -1.8289 -1.0870 -0.5071
H -1.4450 1.9393 1.9158
H 0.2592 2.1242 1.4883
H -0.4016 0.7560 2.4842
H -1.7676 2.3315 -0.4142
H -1.1274 1.1487 -1.7373
H -0.1463 2.2133 -1.0655
H 1.6661 -1.8740 1.1339
H 0.2895 -1.4773 2.1583
H 1.4945 -0.3861 1.9215

# 2
26
Properties=species:S:1:pos:R:3 method="wB97M-V/def2-TZVPD" e_homo_ev=-14.07 e_above_lowest_kj_mol=246.8 largest_force_ev_per_a=2.67 orbital_gap_ev=9.677 lumo_ha=-0.1616 total_charge=+1
C 0.7381 2.3457 -0.9613
C 1.8521 3.1076 -0.6318
C 2.4578 0.9902 -0.8605
C 3.1962 -0.2619 -0.7029
C -1.4021 -0.6557 1.4664
C -3.6197 -0.7969 0.1878
C -2.1582 -0.9340 0.3980
N 1.1437 1.0183 -1.1053
N 2.9151 2.1843 -0.6312
N 2.0883 4.5130 -0.3764
N -1.4609 -1.3760 -0.7914
O 1.1346 5.2187 -0.2634
O 3.2259 4.9617 -0.3817
O -2.0907 -2.0764 -1.5253
O -0.2653 -1.1365 -0.8539
H -0.2499 2.7528 -1.0512
H 2.9266 -1.0238 -1.3662
H 4.1758 -0.1291 -1.0308
H 2.9504 -0.5604 0.3196
H 0.5572 0.1878 -1.2779
H -0.3140 -0.5910 1.5114
H -1.7726 -0.2578 2.3434
H -3.8010 -0.8202 -0.8979
H -4.1834 -1.5975 0.6025
H -3.8587 0.2079 0.4057
H 3.8561 2.2357 -0.2896

# 3
23
Properties=species:S:1:pos:R:3 method="wB97M-V/def2-TZVPD" e_homo_ev=-16.62 e_above_lowest_kj_mol=159.1 largest_force_ev_per_a=4.72 orbital_gap_ev=8.543 lumo_ha=-0.2966 total_charge=+2
C 1.3799 2.4921 -1.1225
C 0.0948 -1.7215 3.7979
C 1.0422 -3.5506 3.1546
C 0.7880 1.5163 -0.1511
C -0.5426 1.2307 -0.7422
C -0.0112 -2.0810 1.5908
C -0.6626 2.0856 -1.8030
N 0.5941 2.8400 -2.0341
N -0.3700 -1.4166 2.6345
N 0.7090 -2.8036 4.1577
N 0.7299 -3.2371 1.8452
N -1.7113 2.3936 -2.7537
H 2.4186 2.6314 -1.0786
H -0.1791 -1.0410 4.6505
H 1.5535 -4.4302 3.4531
H 1.3373 0.5708 -0.0235
H 0.5091 1.9555 0.8613
H -1.2545 0.5574 -0.2742
H -0.3006 -1.8140 0.4821
H 1.0347 -3.9099 1.0653
H -2.7053 2.3525 -2.4337
H -1.5691 1.8406 -3.6327
H -1.4614 3.4267 -2.8718